Molecular formula: C49H49N6S3SiY
Method: DFT, wB97M-V/def2-TZVPD

HOMO ... -0.443 Eh
DFT total energy ... -3746.9910 Eh
Frontier orbital gap ... 0.27028 Eh

Structure (ORCA input):
```
! RIJCOSX wB97M-V def2-TZVPD def2/J DEFGRID3
* xyz 2 1
Y -1.59 -1.96 -0.01
N 0.54 -1.69 0.09
S 1.88 -1.11 -0.03
N 2.05 0.32 -0.79
S 1.63 1.68 -0.19
N 0.25 1.89 0.47
S -1.22 1.61 -0.21
N -1.81 0.28 -0.19
C -1.12 2.25 -1.88
C -0.92 1.29 -2.86
C -0.86 1.69 -4.19
C -1.01 3.03 -4.52
C -1.21 3.98 -3.52
C -1.27 3.60 -2.19
C -2.13 2.81 0.72
C -3.46 2.51 0.94
C -4.24 3.42 1.64
C -3.69 4.60 2.10
C -2.35 4.89 1.87
C -1.55 4.00 1.18
C 2.01 2.79 -1.51
C 2.31 2.32 -2.77
C 2.61 3.25 -3.76
C 2.60 4.60 -3.47
C 2.29 5.06 -2.19
C 1.98 4.15 -1.20
C 2.72 2.24 1.09
C 4.08 2.15 0.82
C 4.97 2.60 1.78
C 4.49 3.14 2.97
C 3.12 3.22 3.22
C 2.22 2.76 2.27
C 3.01 -2.06 -1.00
C 2.80 -3.43 -0.95
C 3.66 -4.25 -1.65
C 4.71 -3.70 -2.38
C 4.91 -2.33 -2.41
C 4.05 -1.49 -1.72
C 2.65 -0.98 1.57
C 3.97 -1.32 1.79
C 4.48 -1.25 3.08
C 3.66 -0.85 4.13
C 2.34 -0.50 3.90
C 1.82 -0.57 2.62
H -0.82 0.25 -2.59
H -0.71 0.95 -4.97
H -0.98 3.34 -5.56
H -1.33 5.02 -3.78
H -1.43 4.34 -1.42
H -3.86 1.57 0.57
H -5.29 3.19 1.82
H -4.31 5.31 2.64
H -1.93 5.82 2.24
H -0.51 4.20 1.01
H 2.31 1.26 -2.97
H 2.86 2.91 -4.76
H 2.85 5.32 -4.25
H 2.29 6.12 -1.97
H 1.76 4.49 -0.19
H 4.44 1.74 -0.12
H 6.03 2.55 1.59
H 5.19 3.49 3.72
H 2.76 3.63 4.15
H 1.15 2.80 2.44
H 1.96 -3.83 -0.40
H 3.51 -5.33 -1.64
H 5.39 -4.35 -2.92
H 5.73 -1.91 -2.98
H 4.19 -0.41 -1.74
H 4.61 -1.63 0.97
H 5.51 -1.52 3.27
H 4.06 -0.80 5.14
H 1.71 -0.17 4.71
H 0.78 -0.30 2.41
N -4.16 -1.90 0.26
C -4.59 -1.76 1.64
C -5.89 -1.49 1.97
C -6.31 -1.39 3.31
C -5.41 -1.60 4.32
C -4.06 -1.89 4.02
C -3.09 -2.11 5.03
C -1.80 -2.37 4.69
C -1.46 -2.37 3.33
N -2.32 -2.16 2.36
C -3.63 -1.94 2.68
H -4.44 -2.81 -0.09
H -4.65 -1.22 -0.31
H -6.62 -1.35 1.17
H -7.34 -1.17 3.53
H -5.72 -1.56 5.36
H -3.40 -2.09 6.07
H -1.04 -2.56 5.44
H -0.43 -2.56 3.03
C -3.18 -3.16 -3.15
Si -1.67 -4.17 -2.62
C -0.17 -3.22 -3.25
C -1.72 -5.83 -3.45
C -1.67 -4.15 -0.79
H -3.25 -3.07 -4.24
H -3.16 -2.14 -2.75
H -4.10 -3.64 -2.80
H -0.25 -3.02 -4.32
H 0.75 -3.79 -3.09
H -0.04 -2.26 -2.73
H -1.65 -5.75 -4.54
H -2.66 -6.35 -3.21
H -0.90 -6.46 -3.10
H -0.77 -4.66 -0.41
H -2.53 -4.72 -0.41
*
```